[1]
This record from the OMol25 dataset describes 8 unconnected molecules or ions with the total composition C14H36BF4N2O5 at a distorted geometry. The level of theory is ωB97M-V/def2-TZVPD.

Multiplicity   1
Energy relative to the best compared isomer or geometry (same formula, charge and spin)   283.27 kJ/mol
Kohn-Sham gap   0.3435 Eh
Total charge   -1
Calculated total energy   -39864.792 eV

Structure (XYZ):
```
62
Properties=species:S:1:pos:R:3:forces:R:3:mulliken_charge:R:1
B -27.620351 25.873933 25.412475 -0.7 0.9 -1.5 0.720
F -26.351206 25.997274 25.822424 2.4 0.2 0.6 -0.212
F -28.436540 26.656723 26.206180 -0.8 -0.5 1.4 -0.453
F -27.736980 26.536495 24.143014 0.6 -0.3 -0.1 -0.491
F -27.937982 24.533570 25.298511 -0.8 -0.2 0.3 -0.510
C -30.982893 25.210048 27.935907 4.9 6.2 3.8 -0.848
C -30.958705 25.902542 29.276008 0.5 0.3 1.5 0.350
N -30.884554 26.361247 30.346019 -0.3 -0.8 -2.0 -0.479
H -31.156118 24.311663 28.128942 -2.0 -7.8 0.6 0.498
H -31.463286 25.832269 27.377636 -4.4 2.7 -3.8 0.393
H -30.025582 25.412284 27.516044 1.4 -0.6 -0.1 0.086
C -27.606116 29.180485 28.581274 4.1 -1.3 0.0 -0.302
C -28.239052 30.450909 28.479166 -2.5 3.8 -0.3 0.335
N -28.813719 31.482538 28.484021 1.9 -3.1 -0.1 -0.472
H -27.457460 28.575367 27.611969 -0.3 1.4 1.2 -0.068
H -26.432185 29.418868 29.069002 -3.5 -1.0 -1.3 0.259
H -28.193237 28.512120 29.211822 0.3 0.2 0.3 0.220
C -24.639185 21.677273 22.988070 -0.7 2.2 1.7 -1.168
C -25.218528 23.089166 23.422067 -1.1 2.0 -2.0 0.315
O -26.680493 23.045582 23.482175 1.2 -1.2 -1.2 -0.541
H -25.118329 20.979016 23.673256 -0.8 -0.3 -0.6 0.324
H -23.603389 21.518953 23.346590 -0.1 0.7 -1.1 0.363
H -24.897184 21.622519 21.935139 0.5 -0.9 0.0 0.290
H -24.859144 24.108820 22.853914 -0.8 -2.7 -0.1 0.143
H -24.862667 23.461924 24.307457 0.9 -0.1 3.0 -0.074
H -27.168094 23.658605 24.053022 1.0 0.2 0.2 0.365
C -30.303789 30.348088 23.579813 2.8 6.1 3.4 -1.442
C -29.133754 29.679421 24.319000 -8.4 2.5 2.6 0.240
O -29.642819 28.813498 25.304137 0.0 -1.4 1.2 -0.613
H -30.965671 30.893187 24.369681 1.1 -1.1 -1.2 0.246
H -30.852697 29.729962 23.110177 -4.0 -4.9 -3.1 0.453
H -30.120629 31.167781 22.793609 0.6 -1.1 1.3 0.324
H -28.551866 30.365330 24.703807 2.7 4.1 2.6 0.452
H -28.539510 29.148679 23.879847 6.2 -5.7 -6.6 -0.004
H -29.072759 27.984174 25.373822 -1.2 1.7 -0.2 0.420
C -23.724020 27.974536 23.682512 -5.7 -3.9 -4.3 -0.971
C -24.969538 28.921579 23.267613 2.3 -5.0 2.0 -0.317
O -25.833269 28.121912 22.471727 0.0 -0.3 -0.5 -0.548
H -23.072051 28.317643 24.278358 4.8 3.5 4.5 0.547
H -23.185702 27.699733 22.735589 -0.6 -0.3 0.9 0.230
H -24.134358 27.065839 24.312939 0.6 1.3 -1.8 0.074
H -24.426889 29.787865 23.029283 -0.6 1.5 -1.8 0.468
H -25.432464 28.981783 24.191797 -1.2 1.3 1.9 0.213
H -25.988189 27.244438 22.951308 0.3 2.0 -0.7 0.265
C -31.236614 24.734954 21.853660 0.9 -3.3 1.7 -1.205
C -29.968234 24.864817 22.787681 -1.5 3.7 2.6 0.305
O -29.165968 25.837334 22.177501 -2.1 -1.3 -4.0 -0.593
H -31.929666 23.905901 22.250212 0.5 1.7 -0.1 0.321
H -31.001746 24.269188 20.901933 0.7 0.3 -0.3 0.345
H -31.674901 25.683533 21.653505 -0.5 0.6 0.3 0.297
H -29.441908 24.050118 23.269280 0.1 -1.0 -1.1 0.152
H -30.208984 25.457526 23.818942 -0.7 -1.5 -1.8 -0.089
H -28.453814 26.138243 22.653523 2.2 0.6 2.2 0.441
C -23.875198 23.393713 28.600739 -4.0 2.7 6.9 -1.475
C -24.517126 24.162976 27.532030 4.4 1.1 1.1 0.260
O -25.320842 25.060006 28.103568 -1.5 1.3 2.6 -0.514
H -23.658065 22.509362 28.281656 2.3 -5.4 -1.6 0.494
H -24.805809 23.114379 29.463611 2.0 0.6 -2.6 0.197
H -23.236984 23.841483 29.416628 0.1 -0.1 -1.8 0.315
H -25.065824 23.516601 26.950346 -0.8 -1.5 -2.2 0.157
H -23.640161 24.742141 27.077093 -1.1 -1.0 -0.7 0.186
H -25.491474 25.609294 27.387014 -1.5 2.2 -1.5 0.331
```
Forces are in eV/Å.

[2]
This record from the OMol25 dataset describes a molecular structure, C14H36BaFO14S4 at a distorted geometry. The level of theory is ωB97M-V/def2-TZVPD.

Multiplicity   1
Kohn-Sham gap   0.1674 Eh
Total charge   -1
Calculated total energy   -90519.817 eV

Structure (XYZ):
```
70
Properties=species:S:1:pos:R:3:forces:R:3:mulliken_charge:R:1
Ba 1.209389 0.608523 -0.211016 2.5 1.3 0.1 1.672
F 1.839162 2.304558 1.713771 -0.5 -0.5 -0.1 -0.864
O 3.164125 1.821134 -1.678641 -0.7 -1.5 -0.2 -0.831
C 4.300521 1.010762 -1.783595 -1.1 0.3 0.9 -0.544
C 4.135208 -0.577859 -1.697366 0.2 1.0 0.5 -0.375
O 3.321590 -1.102159 -0.692384 -0.8 0.5 -0.4 -0.656
H 4.951921 1.329289 -0.947526 0.4 -0.4 0.1 0.150
H 4.861066 1.222864 -2.715317 0.1 -0.2 -0.2 0.239
H 5.182729 -0.913351 -1.555491 0.1 -0.2 -0.2 0.192
H 3.856175 -0.903682 -2.722523 -0.3 -0.1 -0.1 0.099
O -0.246610 3.034586 -0.649517 -0.7 0.1 -0.5 -0.199
S -0.181985 4.449501 -0.468738 1.5 1.0 0.6 0.870
O 0.983353 5.182158 -0.900682 -1.2 -0.4 0.3 -0.645
O -1.482659 5.068019 -1.216272 0.7 -0.8 0.2 -0.179
C -1.598761 6.483874 -1.281632 -1.0 0.9 -0.1 -0.285
C -2.472646 6.792405 -2.495557 0.7 -0.5 -0.1 -1.279
C -0.522532 4.802044 1.255134 -0.2 0.4 -0.6 -0.927
H -0.661495 7.029736 -1.388749 0.3 -0.5 0.1 0.392
H -2.081697 6.830863 -0.362172 0.0 0.0 0.0 0.300
H -1.904652 6.439104 -3.359757 -0.1 0.1 -0.1 0.302
H -2.634963 7.862935 -2.602665 -0.2 0.0 0.1 0.382
H -3.402828 6.228098 -2.481382 -0.1 0.2 0.2 0.313
H 0.272324 4.346637 1.845140 0.0 -0.4 -0.1 0.302
H -1.528260 4.432817 1.448061 0.2 -0.3 0.2 0.307
H -0.519685 5.881146 1.410136 0.1 0.0 -0.2 0.380
O -3.725430 1.719660 0.536640 0.2 -0.7 -0.3 -0.694
S -2.921569 0.753593 -0.174345 -0.4 0.8 -0.8 0.945
O -1.601427 0.460826 0.279164 -0.5 -0.2 -0.1 -0.532
O -3.719255 -0.627731 -0.311665 0.5 0.0 0.5 -0.081
C -5.147585 -0.634328 -0.041314 0.4 0.4 0.0 -0.151
C -5.591442 -2.066171 -0.061085 0.4 -1.1 -0.1 -1.266
C -2.930897 1.196330 -1.917525 0.2 0.4 0.3 -0.664
H -5.588778 -0.017465 -0.829033 -0.4 -0.1 0.3 0.296
H -5.277733 -0.188752 0.944501 -0.3 0.1 -0.2 0.310
H -6.650858 -2.240148 0.120624 -0.1 0.5 0.0 0.372
H -5.056720 -2.638747 0.702151 0.0 0.2 0.1 0.304
H -5.333222 -2.579784 -0.990337 -0.1 0.3 -0.1 0.304
H -2.312842 0.508816 -2.490045 -0.3 -0.3 0.1 0.217
H -2.540403 2.197721 -2.102863 0.1 0.0 0.6 0.192
H -3.980630 1.205273 -2.204376 0.0 -0.3 -0.2 0.318
O 0.708406 -0.811837 2.151226 -0.5 -0.6 -0.1 -0.382
S 1.406106 -1.219361 3.325446 0.9 0.5 0.6 0.946
O 0.732675 -1.276482 4.600905 0.3 0.0 -0.6 -0.671
O 1.992161 -2.668246 3.011655 -0.2 0.1 -0.7 -0.182
C 2.472572 -3.511008 4.060679 -1.5 -0.2 1.0 -0.451
C 1.440916 -4.637581 4.299842 1.2 0.0 -0.6 -1.020
C 2.883774 -0.235942 3.376725 0.1 -0.7 0.8 -0.897
H 2.511257 -2.921100 4.978611 0.6 0.0 -0.1 0.457
H 3.419119 -3.924668 3.729144 0.2 0.2 0.2 0.316
H 1.748611 -5.271752 5.133172 0.1 0.1 0.1 0.382
H 1.510802 -5.249883 3.398232 -0.6 -0.1 0.1 0.197
H 0.442937 -4.257726 4.488337 0.0 0.1 -0.2 0.284
H 3.492822 -0.541621 2.527004 -0.3 0.4 -0.4 0.342
H 3.449469 -0.505933 4.272749 -0.2 0.0 0.1 0.348
H 2.601207 0.816237 3.408662 0.0 0.1 -0.5 0.273
O -1.661143 -2.687127 -2.927062 0.8 -0.2 0.4 -0.672
S -0.351636 -2.495686 -2.359697 1.5 -0.6 -0.5 0.801
O -0.134073 -1.441487 -1.404195 -0.8 -0.1 -0.4 -0.113
O 0.200873 -3.858394 -1.682681 -1.0 1.3 -0.4 -0.366
C 1.057101 -3.622869 -0.520471 0.5 -1.4 0.8 0.524
C 1.554327 -5.013391 -0.127710 0.7 0.5 0.2 -1.541
C 0.934516 -2.316624 -3.624179 -1.0 0.0 0.6 -0.670
H 0.471216 -3.176496 0.279019 0.0 0.1 -0.1 0.155
H 1.946888 -3.024185 -0.738243 -0.3 0.5 -0.3 0.068
H 0.819924 -5.678836 0.319898 -0.2 0.0 -0.3 0.365
H 2.366227 -4.884542 0.597361 -0.2 0.1 0.1 0.349
H 2.055049 -5.459199 -0.988139 -0.3 -0.2 -0.1 0.391
H 0.661842 -1.464774 -4.242547 0.2 0.1 0.1 0.357
H 0.966513 -3.218524 -4.228154 0.0 -0.1 0.1 0.379
H 1.839542 -2.154066 -3.037342 0.2 0.1 -0.2 0.044
```
Forces are in eV/Å.

[3]
This record from the OMol25 dataset describes a molecular structure, C14H36BrF3O9SV at a distorted geometry. The level of theory is ωB97M-V/def2-TZVPD.

Multiplicity   2
Kohn-Sham gap (spin up / spin down)   0.3206 / 0.3324 Eh
Calculated total energy   -148248.252 eV

Structure (XYZ):
```
65
Properties=species:S:1:pos:R:3:forces:R:3:lowdin_spin:R:1
O 0.455322 0.108956 0.660172 -0.1 0.2 -1.7 -0.198
V 0.500337 0.256202 -0.899159 0.4 -0.9 1.0 1.170
Br 2.551116 -1.448274 -1.214811 -1.1 1.1 0.0 -0.003
C 1.068211 0.187891 -5.488239 -1.6 0.2 1.5 0.000
F 0.734363 0.376204 -6.761012 0.7 0.9 0.3 0.000
F 1.061035 -1.128105 -5.329067 0.4 -0.3 0.5 0.000
F 2.243057 0.704595 -5.101453 -0.3 -0.3 -1.0 0.000
S -0.279682 0.977607 -4.341924 -2.1 3.3 -2.4 0.001
O -0.177956 2.450561 -4.498750 0.8 -2.3 0.3 0.000
O -1.562626 0.499022 -4.856061 1.5 -0.7 0.8 0.000
O 0.023657 0.582166 -2.961308 0.9 -1.1 0.5 0.002
C -1.196350 2.440210 3.003568 0.5 0.0 -0.5 0.000
C -0.173361 1.789084 3.901642 -0.4 -1.0 -1.1 0.000
O 0.849539 1.209422 3.067771 -0.4 0.9 1.3 -0.001
C 1.806165 0.577460 3.896004 0.1 0.0 -0.7 0.000
C 3.052066 0.399896 3.114173 1.3 -0.3 0.1 0.000
H -2.041034 2.876127 3.537035 0.2 0.2 0.1 0.000
H -0.612477 3.175252 2.449579 -0.5 0.4 -0.2 0.000
H -1.583567 1.727063 2.275837 0.0 -0.1 0.0 0.000
H 0.261200 2.530895 4.571704 0.0 -0.2 0.3 0.000
H -0.650272 0.939691 4.390715 0.0 0.2 0.8 0.000
H 2.030480 1.160786 4.789043 -0.2 0.1 0.2 0.000
H 1.497311 -0.428688 4.179499 -0.6 -0.1 0.3 0.000
H 3.627087 1.314421 2.968964 -0.3 0.2 -0.3 0.000
H 2.890513 -0.127251 2.173893 0.0 0.1 -0.1 0.000
H 3.699950 -0.211651 3.742144 0.2 -0.3 -0.2 0.000
C -0.659287 -3.528995 -1.796933 0.0 -1.8 -0.3 0.001
C -1.263132 -2.263202 -2.191635 -1.7 -0.1 -1.8 0.001
C -2.826271 -2.335389 -2.453631 0.8 -0.3 -0.5 0.000
O -1.022197 -1.440053 -1.108001 0.5 3.1 1.1 0.010
H -0.698311 -4.217722 -2.640868 0.3 -0.3 0.2 0.000
H -1.266788 -3.928211 -0.984728 0.2 -0.4 0.2 0.000
H 0.353585 -3.323223 -1.450722 0.0 -0.4 -0.2 0.000
H -0.689614 -1.851604 -3.022164 -0.5 0.2 -0.2 0.000
H -3.149046 -3.021101 -3.237027 0.7 0.0 -0.5 0.000
H -3.235675 -1.371021 -2.754420 0.0 0.0 0.3 0.000
H -3.378875 -2.795809 -1.634639 0.3 0.5 0.7 0.000
H -1.396089 -1.874996 -0.338184 0.2 0.1 1.1 0.000
C 0.619552 -3.126551 2.068459 -1.0 -0.1 1.0 0.000
C -0.850315 -2.967439 2.614205 1.6 -0.1 -0.4 0.000
O -1.622179 -2.410558 1.574164 -0.6 0.5 -0.8 0.000
H 1.230081 -3.632158 2.816598 -0.1 -0.2 0.1 0.000
H 1.123814 -2.175062 1.899652 -0.4 0.1 -0.2 0.000
H 0.627611 -3.724032 1.156837 0.0 0.1 0.0 0.000
H -0.880256 -2.305015 3.479297 0.2 0.1 0.1 0.000
H -1.312153 -3.913027 2.898240 0.4 -0.3 0.1 0.000
H -2.525323 -2.310344 1.883832 -0.1 0.0 0.0 0.000
C -3.384934 0.978044 -0.338892 -0.2 0.8 0.0 0.000
C -2.408590 1.303635 -1.452490 -1.7 -0.6 -0.5 0.001
O -1.187305 1.708668 -0.906585 1.2 -0.1 0.4 0.005
H -3.566912 1.921319 0.176107 -0.3 0.0 0.3 0.000
H -2.992454 0.289401 0.409325 0.1 -0.2 -0.3 0.000
H -4.338220 0.644383 -0.748802 0.0 -0.2 0.1 0.000
H -2.771225 2.144830 -2.043241 -0.3 -0.2 -0.3 0.000
H -2.286914 0.445229 -2.113129 0.4 0.3 0.1 0.000
H -1.269563 2.653280 -0.756397 0.7 0.0 0.2 0.000
C 3.903517 2.638206 0.173306 0.4 -0.2 -0.7 0.000
C 2.402584 2.578961 0.218638 -0.2 0.9 1.9 0.000
O 1.751801 2.107634 -0.936005 -0.4 -1.2 -0.7 0.011
H 4.251126 1.612223 0.294234 0.5 0.2 -0.1 0.000
H 4.355264 3.298960 0.913192 -0.4 -0.2 0.4 0.000
H 4.288250 3.052849 -0.758438 -0.1 -0.2 -0.3 0.000
H 1.951635 3.549324 0.426306 0.1 0.2 0.2 0.000
H 2.127466 1.916038 1.038964 -0.3 0.1 -0.1 0.000
H 1.921261 2.732987 -1.644387 -0.2 -0.3 -0.6 0.000
```
Forces are in eV/Å.